1:
Formula: CH4N2OS2
Source: the Open Molecules 2025 dataset
Level of theory: ωB97M-V/def2-TZVPD

Values from the calculation:
Kohn-Sham gap ... 9.5 eV
LUMO ... 0.01827 hartree
SMILES ... ONC(=S)NS
Multiplicity ... 1

Bonds (Å) are listed after each position.
CARTESIAN COORDINATES (ANGSTROEM)
1 H -2.31 0.82 -0.36  O9 0.986
2 N 1.08 -0.46 -0.02  S3 1.692, H6 1.028, C8 1.363
3 S 2.61 0.25 -0.18  N2 1.692, H10 1.339
4 H -1.09 -1.46 -0.61  N5 1.018
5 N -1.17 -0.63 -0.01  H4 1.018, C8 1.363, O9 1.383
6 H 1.08 -1.40 0.39  N2 1.028
7 S -0.28 1.86 -0.07  C8 1.661
8 C -0.10 0.21 -0.05  N2 1.363, N5 1.363, S7 1.661
9 O -2.45 -0.12 -0.08  H1 0.986, N5 1.383
10 H 2.63 0.91 0.98  S3 1.339

Results of the Löwdin charge analysis, in e, for atoms 1 through 2:
1 H 0.02
2 N -0.46


2:
Formula: CH4N2OS2
Source: the Open Molecules 2025 dataset
Level of theory: ωB97M-V/def2-TZVPD

Values from the calculation:
Kohn-Sham gap ... 8.6 eV
LUMO ... -0.02163 hartree
SMILES ... [H]/N=[NH+]\[O-].S=CS
Multiplicity ... 1

Bonds (Å) are listed after each position.
CARTESIAN COORDINATES (ANGSTROEM)
1 S 0.81 1.94 -0.18  C3 1.687
2 N -1.26 -0.60 -0.47  N7 1.267, H9 1.007
3 C 1.05 0.38 0.40  S1 1.687, H4 1.029, S10 1.710
4 H 0.64 0.01 1.26  C3 1.029
5 H -1.48 1.18 0.42  N7 1.062
6 H 2.71 0.32 -1.05  S10 1.383
7 N -1.96 0.35 -0.02  N2 1.267, H5 1.062, O8 1.254
8 O -3.21 0.25 0.02  N7 1.254
9 H -1.69 -1.32 -1.03  N2 1.007
10 S 2.31 -0.64 -0.14  C3 1.710, H6 1.383

Results of the Löwdin charge analysis, in e, for atoms 1 through 2:
1 S 0.54
2 N 0.09


3:
Formula: CH4N2OS2
Source: the Open Molecules 2025 dataset
Level of theory: ωB97M-V/def2-TZVPD

Values from the calculation:
Kohn-Sham gap ... 9.6 eV
LUMO ... -0.00161 hartree
SMILES ... O=C(NS)NS
Multiplicity ... 1

Bonds (Å) are listed after each position.
CARTESIAN COORDINATES (ANGSTROEM)
1 N -1.40 -0.67 0.17  C6 1.604, S7 1.901, H8 0.985
2 H 0.14 1.20 -0.06  N10 1.148
3 S 2.30 0.62 1.18  H9 1.572, N10 1.747
4 O 0.67 -2.14 0.04  C6 1.340
5 H -2.54 1.40 -0.30  S7 1.422
6 C 0.18 -0.89 0.10  N1 1.604, O4 1.340, N10 1.410
7 S -1.59 0.72 -1.12  N1 1.901, H5 1.422
8 H -1.73 -1.54 -0.17  N1 0.985
9 H 3.12 0.96 -0.12  S3 1.572
10 N 0.83 0.35 0.28  H2 1.148, S3 1.747, C6 1.410

Results of the Löwdin charge analysis, in e, for atoms 1 through 2:
1 N -0.22
2 H 0.04


Which structure wins on stability? 1 wins.